Record 1
Density functional theory data (ωB97M-V with the def2-TZVPD basis set) for a 12-piece molecular cluster, C31H76B5F20N7O5 overall.

Net charge: +2
HOMO (eV): -14.8165
Molar mass (u): 1061.01
Gap between HOMO and LUMO (Ha): 0.413

Cartesian coordinates (Å):
1 C -2.0559 3.0744 -7.3522
2 C -2.8942 1.7879 -7.2539
3 O -3.1962 1.0627 -8.1064
4 N -3.4149 1.5845 -5.8728
5 H -3.0203 2.1951 -5.1503
6 H -4.4089 1.8889 -5.8496
7 C -3.3463 0.0511 -5.5279
8 H -1.9604 3.5556 -6.3648
9 H -2.4742 3.8039 -8.0916
10 H -1.0739 2.8795 -7.7376
11 H -3.4408 -0.0273 -4.4337
12 H -2.3713 -0.3489 -5.8106
13 H -4.2209 -0.3912 -5.9416
14 C -7.0710 -2.1874 0.0349
15 C -5.9202 -1.8953 0.9786
16 O -5.4598 -2.6805 1.8052
17 N -5.3459 -0.6170 1.1863
18 H -4.3855 -0.8648 1.3056
19 H -5.4732 0.0885 0.3956
20 C -5.8342 0.1888 2.4312
21 H -7.5822 -3.1577 0.2458
22 H -6.6836 -2.1745 -1.0053
23 H -7.7870 -1.3753 0.1156
24 H -5.7229 1.2758 2.1558
25 H -5.3260 -0.0854 3.3165
26 H -6.9265 -0.1046 2.5006
27 C 7.5797 -2.4117 -1.1782
28 C 6.9553 -2.5863 -2.5280
29 O 6.9638 -3.4959 -3.2977
30 N 6.0580 -1.5032 -3.1725
31 H 5.3268 -1.9537 -3.7390
32 H 5.6449 -0.9966 -2.3291
33 C 7.0577 -0.5374 -3.8649
34 H 7.4298 -1.3933 -0.8147
35 H 8.6429 -2.7563 -1.1815
36 H 6.9654 -3.1551 -0.6320
37 H 7.8310 -0.3269 -3.1205
38 H 6.4133 0.2988 -4.1293
39 H 7.5199 -0.9024 -4.7674
40 C -4.9923 -6.6057 -1.6019
41 C -3.8038 -7.1258 -0.9591
42 O -3.3021 -8.2007 -0.8948
43 N -3.1783 -5.9821 -0.1757
44 H -2.3616 -5.4466 -0.5959
45 H -3.9110 -5.2589 -0.0793
46 C -2.8107 -6.3224 1.2143
47 H -5.5779 -7.3759 -2.1064
48 H -4.7579 -5.7099 -2.2063
49 H -5.7233 -6.3327 -0.7789
50 H -2.3572 -7.2938 1.2542
51 H -3.7205 -6.3378 1.8020
52 H -2.0795 -5.5954 1.6033
53 C -0.3257 -1.9024 0.1126
54 C -1.6370 -1.3005 -0.1189
55 O -2.6761 -1.7092 0.2379
56 N -1.5359 0.0312 -0.9389
57 H -0.7565 0.6242 -0.5458
58 H -1.3018 -0.0117 -1.9585
59 C -2.8119 0.8567 -0.9562
60 H 0.2756 -1.3361 0.8177
61 H 0.2460 -1.8839 -0.8004
62 H -0.3165 -2.9608 0.3326
63 H -3.0587 1.1140 0.0698
64 H -3.6739 0.3483 -1.4368
65 H -2.6285 1.7403 -1.5256
66 C 4.5588 2.9589 -3.5056
67 C 3.3415 3.5113 -2.7563
68 C 3.4972 3.5447 -1.2691
69 N 2.2483 4.0322 -0.5404
70 C 1.2760 2.8929 -0.3271
71 C 2.5954 4.4884 0.8580
72 C 1.3569 5.3019 1.2766
73 C 0.7277 5.7763 -0.0576
74 C 1.6387 5.2459 -1.1130
75 H 4.8199 2.0300 -3.0106
76 H 5.4904 3.5671 -3.4372
77 H 4.4184 2.8973 -4.5895
78 H 2.4506 2.8986 -2.9561
79 H 3.2140 4.5185 -3.1031
80 H 4.2426 4.2806 -0.8932
81 H 3.7268 2.5935 -0.8542
82 H 1.5001 2.3583 0.5822
83 H 1.3698 2.1515 -1.1040
84 H 0.2816 3.2085 -0.3348
85 H 2.8531 3.6750 1.5361
86 H 3.4255 5.1824 0.8644
87 H 0.6391 4.7230 1.8228
88 H 1.6474 6.1628 1.8453
89 H -0.3016 5.3525 -0.1591
90 H 0.5471 6.8552 -0.1548
91 H 1.2373 5.0237 -2.0637
92 H 2.4815 5.9123 -1.3437
93 C 3.9006 -2.8180 7.9020
94 C 2.9092 -1.6406 7.7474
95 C 3.2640 -0.7345 6.5661
96 N 2.0656 0.0893 5.9899
97 C 1.6090 1.0220 7.0391
98 C 0.9731 -0.7697 5.4895
99 C 1.5171 -1.1839 4.1123
100 C 2.5021 -0.0564 3.6927
101 C 2.6081 0.8796 4.8288
102 H 4.8413 -2.6204 8.4284
103 H 4.0883 -3.4014 7.0026
104 H 3.3931 -3.5474 8.5213
105 H 2.8523 -1.0994 8.6641
106 H 1.9177 -2.0405 7.5946
107 H 3.6375 -1.3487 5.7045
108 H 4.0417 0.0205 6.8695
109 H 1.4278 0.5101 7.9581
110 H 0.6745 1.4908 6.7417
111 H 2.3407 1.7902 7.3312
112 H 0.0713 -0.1757 5.3000
113 H 0.7213 -1.5333 6.2518
114 H 0.6832 -1.1826 3.3826
115 H 1.9137 -2.1779 4.0560
116 H 2.1255 0.3751 2.7514
117 H 3.4563 -0.5342 3.4145
118 H 1.9712 1.8017 4.6937
119 H 3.5794 1.2100 5.2081
120 B 3.5894 -0.9701 -0.0983
121 F 4.7220 -0.4114 -0.8947
122 F 4.0554 -2.1568 0.5091
123 F 3.1241 0.0927 0.7857
124 F 2.5308 -1.1784 -1.0195
125 B -6.0870 1.8483 -1.9525
126 F -6.2610 3.2158 -2.1376
127 F -5.7304 1.5502 -0.4536
128 F -7.2431 1.1870 -2.2616
129 F -4.9573 1.4676 -2.7578
130 B -0.7799 2.9561 -3.0946
131 F 0.2647 3.3543 -3.9749
132 F -0.2024 1.8369 -2.3021
133 F -1.1763 4.0674 -2.2985
134 F -1.8252 2.3367 -3.8180
135 B -2.6507 -3.5353 -2.3330
136 F -3.9423 -3.8660 -1.8799
137 F -1.7976 -4.1547 -1.3847
138 F -2.5290 -4.0524 -3.5396
139 F -2.3341 -2.2476 -2.2731
140 B -1.0775 1.9042 2.3720
141 F -0.4766 1.6042 3.6424
142 F -0.9923 3.2509 2.0849
143 F -0.3555 1.1952 1.3122
144 F -2.4535 1.4079 2.3298

Record 2
Density functional theory data (ωB97M-V with the def2-TZVPD basis set) for C9H13NO2S as an isolated structure.

HOMO (spin up / spin down) (eV): -8.4286 / -8.4312
Relative energy (zero: lowest compared OMol25 entry of this formula, charge and spin) (kcal/mol): 141.0
Molar mass (u): 199.28
Gap between HOMO and LUMO (spin up / spin down) (Ha): 0.272 / 0.272

Cartesian coordinates (Å):
1 C 0.2064 -2.2324 -2.1728
2 C -1.8980 0.7960 1.6819
3 C -0.8668 0.6301 0.7996
4 C 1.7271 0.6018 -0.7549
5 C 1.5711 0.6634 0.5830
6 C -0.5402 -1.9384 -1.1243
7 C -3.0648 1.4356 1.2613
8 C 2.9127 1.0835 -1.5023
9 C 0.3761 0.1744 1.2941
10 N -4.0904 1.6729 1.9365
11 O -0.6765 -2.6577 1.4161
12 O 1.6352 -2.5656 0.3399
13 S 0.2811 -2.0133 0.5027
14 H -0.1785 -2.0005 -3.1119
15 H 1.1644 -2.6898 -1.8640
16 H -1.8134 0.4254 2.7112
17 H -0.8089 1.0300 -0.2498
18 H 0.8294 0.2483 -1.1844
19 H 2.4667 0.9632 1.1258
20 H -1.4826 -1.3088 -1.1282
21 H -2.7882 2.1021 0.4277
22 H 3.5354 1.6446 -0.8757
23 H 3.4522 0.1507 -1.7301
24 H 2.5535 1.7964 -2.2283
25 H 0.3123 -0.2058 2.2706
26 H -4.8155 2.1942 1.5764

Record 3
Density functional theory data (ωB97M-V with the def2-TZVPD basis set) for C45H45ClN3O10Pt as an isolated structure.

Net charge: -1
HOMO (spin up / spin down) (eV): -5.1651 / -6.0422
Molar mass (u): 1018.40
Gap between HOMO and LUMO (spin up / spin down) (Ha): 0.256 / 0.196
Spin multiplicity: 5

Cartesian coordinates (Å):
1 Pt 0.4328 0.1678 0.5696
2 C 0.9441 2.9513 4.5589
3 C 1.5006 1.5564 4.2571
4 C 1.7089 0.7879 5.5686
5 C 2.7886 1.6035 3.4463
6 C 3.7737 2.5344 3.7613
7 C 4.9485 2.5965 3.0302
8 C 5.1420 1.7171 1.9766
9 C 4.1790 0.7719 1.6366
10 C 4.3935 -0.1731 0.4718
11 C 3.9791 0.4945 -0.8458
12 C 5.8402 -0.6713 0.3613
13 C 3.0103 0.7190 2.3828
14 N 2.0005 -0.2205 2.0358
15 C 1.9530 -1.3783 2.6936
16 O 2.7191 -1.8057 3.5627
17 C 0.8106 -2.2722 2.2563
18 C 0.7759 -3.6328 2.5200
19 C -0.2663 -4.3820 1.9941
20 C -1.2351 -3.7691 1.2039
21 C -1.1163 -2.4147 0.9868
22 N -0.1445 -1.7035 1.5468
23 C -2.0449 -1.6520 0.0835
24 O -3.0330 -2.1713 -0.3933
25 N -1.6349 -0.3566 -0.1877
26 C -2.4879 0.5999 -0.5991
27 C -3.7555 0.7967 0.0509
28 C -4.6307 1.7106 -0.4962
29 C -4.2753 2.4636 -1.6090
30 C -3.0078 2.3445 -2.1765
31 C -2.0834 1.4488 -1.6848
32 C -0.7334 1.3090 -2.3505
33 C -0.1792 2.6298 -2.8808
34 C -0.8111 0.2439 -3.4400
35 C -4.1180 0.1183 1.3595
36 C -5.3323 -0.8019 1.2024
37 C -4.3744 1.1653 2.4542
38 H -0.0729 2.8750 4.9514
39 H 0.9167 3.5780 3.6646
40 H 1.5480 3.4730 5.3048
41 H 0.7574 1.0270 3.6602
42 H 2.4361 1.3171 6.1930
43 H 2.0878 -0.2163 5.3761
44 H 0.7700 0.7108 6.1274
45 H 3.6192 3.2244 4.5838
46 H 5.7034 3.3367 3.2701
47 H 6.0563 1.7809 1.3983
48 H 3.7572 -1.0460 0.6304
49 H 4.4929 1.4560 -0.9496
50 H 2.9051 0.6783 -0.8952
51 H 4.2201 -0.1460 -1.6959
52 H 6.5047 0.1105 -0.0161
53 H 5.8844 -1.5023 -0.3463
54 H 6.2272 -1.0142 1.3241
55 H 1.5742 -4.0612 3.1100
56 H -0.3145 -5.4487 2.1766
57 H -2.0528 -4.3094 0.7462
58 H -5.5965 1.8654 -0.0317
59 H -4.9788 3.1776 -2.0205
60 H -2.7442 2.9692 -3.0200
61 H -0.0230 0.9432 -1.6155
62 H -0.7105 2.9621 -3.7767
63 H 0.8687 2.4942 -3.1494
64 H -0.2412 3.4253 -2.1340
65 H -1.5056 0.5491 -4.2298
66 H -1.1663 -0.7008 -3.0213
67 H 0.1733 0.0694 -3.8744
68 H -3.2643 -0.4746 1.6890
69 H -6.2169 -0.2255 0.9165
70 H -5.5473 -1.2981 2.1520
71 H -5.1540 -1.5630 0.4431
72 H -5.2740 1.7475 2.2379
73 H -3.5361 1.8546 2.5389
74 H -4.5179 0.6660 3.4163
75 O -0.6368 6.5142 1.3374
76 C -0.4151 5.3409 1.2341
77 C -1.4420 4.2109 1.3704
78 O -2.6428 4.3300 1.4215
79 C -0.6668 2.9376 1.3278
80 C 0.6911 3.2154 0.8374
81 O 1.4369 2.3374 0.4078
82 C 0.9528 4.6952 0.9502
83 O 2.0055 5.2664 0.8828
84 O -1.0621 1.7985 1.6069
85 C -2.7960 -4.1867 -3.3922
86 C -1.8039 -3.7193 -4.4256
87 C -2.1687 -3.5547 -5.7534
88 C -1.2472 -3.1144 -6.6918
89 Cl -1.7409 -2.9299 -8.3629
90 C 0.0448 -2.8096 -6.3167
91 C 0.4280 -2.9654 -4.9881
92 C -0.4864 -3.4345 -4.0552
93 O -0.2020 -3.6640 -2.7446
94 C 1.1243 -3.4228 -2.2514
95 C 1.4389 -1.9579 -1.9200
96 O 2.1025 -1.2874 -2.7131
97 O 1.0026 -1.6165 -0.7667
98 H -3.8161 -4.0406 -3.7496
99 H -2.6733 -3.6497 -2.4494
100 H -2.6604 -5.2503 -3.1729
101 H -3.1888 -3.7621 -6.0576
102 H 0.7515 -2.4340 -7.0454
103 H 1.4192 -2.6615 -4.6797
104 H 1.8593 -3.8070 -2.9577
105 H 1.1694 -3.9890 -1.3244